Entry 1:
{"formula": "H22O11", "method": "ωB97M-V with the def2-TZVPD basis set", "multiplicity": 1, "lumo_ev": -0.3, "mol_weight_da": 198.165, "gap_ev": 10.02, "fmax_ev_per_a": 6.2, "e_homo_ev": -10.3, "smiles": "O.O.O.O.O.O.O.O.O.O.O", "de_lowest_kj_mol": 445.95, "symbols": ["O", "H", "H", "O", "H", "H", "O", "H", "H", "O", "H", "H", "O", "H", "H", "O", "H", "H", "O", "H", "H", "O", "H", "H", "O", "H", "H", "O", "H", "H", "O", "H", "H"], "xyz": [[0.953, 0.070, -0.430], [0.293, -0.265, 0.123], [0.994, 0.978, -0.136], [-0.859, -2.587, -2.011], [-1.416, -2.318, -1.358], [-1.267, -3.366, -2.437], [-4.195, -0.224, -1.698], [-4.429, -0.994, -1.107], [-3.956, 0.330, -0.998], [1.677, 5.876, 1.678], [1.588, 4.970, 1.331], [0.966, 5.981, 2.280], [5.248, -1.187, -0.021], [5.024, -2.115, -0.109], [4.760, -0.946, -0.761], [-2.913, -1.826, 2.418], [-2.182, -2.327, 2.813], [-3.169, -1.409, 3.165], [3.565, -3.717, 1.177], [3.484, -3.592, 0.223], [3.160, -4.564, 1.349], [2.973, 2.772, -1.701], [2.247, 2.349, -1.351], [3.119, 2.422, -2.616], [-3.526, 1.920, 0.599], [-3.309, 2.807, 0.570], [-3.541, 1.746, 1.572], [-0.872, -2.616, 0.206], [-1.673, -3.207, 0.344], [-0.973, -1.997, 0.913], [-0.864, 2.270, -1.129], [-0.771, 3.106, -1.696], [-0.133, 1.661, -1.202]], "atomic_forces_ev_per_a": [[1.5, 0.9, -1.3], [-1.7, -1.2, 1.1], [0.5, 0.4, 0.5], [2.0, -2.1, -5.4], [-2.2, 1.3, 2.4], [0.3, 0.8, 0.2], [-1.0, -3.0, 0.1], [0.1, 0.7, -1.5], [0.9, 2.4, 1.4], [1.0, -0.8, -1.1], [0.1, 0.6, 0.2], [-1.1, 0.2, 0.9], [0.8, -1.1, 1.3], [0.6, -0.7, 1.0], [-1.3, 1.9, -2.2], [2.1, -2.4, -2.9], [0.0, -0.3, -0.6], [-2.0, 2.6, 3.6], [0.3, 0.4, -0.3], [-0.2, -0.1, 0.2], [-0.2, -0.4, 0.0], [2.8, 1.2, -2.3], [-2.4, -1.6, 0.9], [-0.4, 0.4, 1.4], [-0.8, -3.0, 1.8], [0.8, 2.9, -0.5], [-0.1, 0.0, -1.3], [-1.5, -1.6, 2.0], [1.5, 0.9, -0.2], [-0.2, 0.7, 1.0], [-0.8, 2.4, -0.5], [0.3, -2.3, 1.1], [0.2, -0.1, -0.9]], "lowdin_charge": [0.00, 0.00, 0.02, -0.05, -0.07, 0.06, -0.05, 0.06, -0.05, -0.05, 0.04, 0.01, -0.02, 0.01, -0.01, -0.01, 0.06, -0.02, -0.05, 0.03, 0.03, -0.03, -0.05, 0.08, -0.03, -0.01, 0.07, -0.07, 0.10, 0.01, -0.07, 0.09, -0.03]}

Entry 2:
{"formula": "H22O11", "method": "ωB97M-V with the def2-TZVPD basis set", "multiplicity": 1, "lumo_ev": -0.5, "mol_weight_da": 198.165, "gap_ev": 9.62, "fmax_ev_per_a": 13.0, "e_homo_ev": -10.1, "de_lowest_kj_mol": 548.92, "symbols": ["O", "H", "H", "H", "O", "H", "O", "H", "H", "O", "H", "H", "O", "H", "H", "O", "H", "H", "O", "H", "H", "O", "H", "H", "O", "H", "H", "O", "H", "H", "O", "H", "H"], "xyz": [[18.814, 26.762, 11.650], [18.683, 26.412, 12.592], [19.759, 26.895, 11.340], [18.198, 26.376, 10.974], [21.231, 27.177, 10.974], [21.478, 27.918, 11.613], [21.807, 25.164, 12.807], [21.126, 24.388, 12.632], [21.844, 25.884, 12.175], [23.797, 29.149, 13.208], [24.781, 29.582, 13.349], [23.590, 29.524, 12.488], [22.451, 30.552, 10.976], [21.736, 30.261, 10.690], [22.459, 31.497, 11.155], [23.488, 27.617, 9.637], [24.074, 28.426, 9.633], [22.742, 27.604, 10.101], [19.873, 23.770, 11.471], [20.393, 24.342, 10.837], [19.769, 22.835, 11.206], [21.430, 25.062, 9.600], [21.437, 25.728, 10.271], [22.113, 24.455, 10.063], [20.124, 29.426, 10.290], [20.213, 29.531, 9.368], [20.442, 28.514, 10.507], [19.558, 29.058, 13.415], [18.906, 29.392, 12.707], [19.108, 29.185, 14.198], [20.009, 26.940, 8.147], [20.483, 26.249, 8.600], [20.705, 27.316, 7.705]], "atomic_forces_ev_per_a": [[-3.4, -1.0, 1.4], [0.5, 0.5, -1.9], [3.4, 0.5, -0.6], [0.8, 0.2, 0.8], [-1.2, 1.7, 2.0], [-0.1, -1.8, -0.6], [-1.1, -2.9, 1.1], [1.9, 2.8, -0.1], [-0.7, 0.1, -0.5], [6.8, -2.6, 9.2], [-3.8, -1.9, -0.2], [-3.1, 4.5, -9.0], [11.5, 4.2, 4.3], [-10.8, -3.7, -4.0], [-0.5, -0.4, -0.2], [7.0, 0.6, -4.3], [-1.9, -1.4, 0.6], [-4.8, 0.8, 3.4], [-0.4, 0.0, 0.2], [-0.7, -1.5, -0.2], [0.4, 1.1, -0.3], [1.7, -3.5, 0.8], [0.2, 2.3, 0.8], [-1.2, 1.1, -1.7], [-0.6, 0.2, 1.8], [0.0, -0.1, -1.7], [0.0, 0.2, -0.8], [-0.3, 0.1, -4.4], [1.7, -0.6, 1.4], [-1.4, 0.5, 2.8], [-2.7, -1.0, 1.3], [0.1, -0.8, 0.4], [2.5, 1.9, -2.0]], "lowdin_charge": [0.22, 0.20, 0.04, 0.19, -0.37, 0.07, -0.13, 0.06, -0.03, -0.03, 0.14, -0.17, 0.05, -0.15, 0.08, -0.03, 0.08, -0.12, -0.11, 0.01, 0.07, -0.08, -0.06, 0.14, -0.06, 0.03, -0.03, -0.04, 0.09, -0.01, -0.01, -0.02, -0.01]}

Entry 3:
{"formula": "H22O11", "method": "ωB97M-V with the def2-TZVPD basis set", "multiplicity": 1, "lumo_ev": -0.2, "mol_weight_da": 198.165, "gap_ev": 9.57, "fmax_ev_per_a": 2.8, "e_homo_ev": -9.8, "smiles": "O.O.O.O.O.O.O.O.O.O.O", "de_lowest_kj_mol": 197.86, "symbols": ["O", "H", "H", "O", "H", "H", "O", "H", "H", "O", "H", "H", "O", "H", "H", "O", "H", "H", "O", "H", "H", "O", "H", "H", "O", "H", "H", "O", "H", "H", "O", "H", "H"], "xyz": [[-2.729, 1.182, -1.771], [-2.435, 0.375, -1.441], [-3.625, 1.232, -1.457], [1.712, -2.915, 2.277], [1.824, -2.014, 2.007], [2.549, -3.398, 2.169], [-2.963, -1.720, 0.080], [-3.238, -2.194, 0.854], [-2.067, -1.576, 0.277], [0.460, 2.271, -0.234], [1.389, 2.498, -0.049], [0.081, 2.162, 0.655], [-1.581, -0.465, 3.018], [-1.498, -1.190, 2.361], [-2.480, -0.480, 3.257], [3.267, 0.223, -1.637], [3.782, -0.096, -2.390], [2.845, -0.555, -1.284], [-0.467, -0.262, -0.268], [0.127, 0.262, -0.773], [0.177, -0.457, 0.403], [-0.653, 2.140, 2.256], [-1.155, 1.332, 2.319], [-1.295, 2.835, 2.383], [1.908, -0.264, 1.099], [1.578, 0.045, 1.919], [2.794, 0.100, 1.082], [-0.570, -1.115, -3.202], [0.037, -0.432, -2.779], [-0.958, -0.626, -3.898], [0.908, 0.972, -2.720], [1.696, 0.509, -2.413], [0.580, 1.621, -2.099]], "atomic_forces_ev_per_a": [[-0.5, 2.2, -1.0], [1.1, -2.4, 0.9], [-0.6, 0.1, 0.1], [0.0, -1.4, 0.5], [0.6, 0.6, -0.5], [-0.5, 0.6, 0.0], [-1.6, -0.1, -0.2], [-0.8, -0.6, 0.5], [2.3, 0.7, -0.4], [1.2, 0.5, -0.1], [-0.5, 0.0, -0.3], [-0.4, 0.0, 0.0], [1.8, -0.7, -1.2], [0.0, 0.7, 0.6], [-1.9, 0.0, 0.6], [0.5, 0.1, -0.2], [0.0, 0.1, 0.1], [-0.2, -0.7, 0.4], [-0.9, -1.1, 0.8], [0.2, 1.2, -1.3], [0.1, -0.6, 0.8], [0.6, 0.4, 0.0], [-0.3, -0.9, 0.2], [-0.2, 0.4, 0.0], [0.8, -0.5, -0.7], [-0.8, 0.7, 1.5], [0.4, 0.1, -0.3], [1.3, -0.4, 1.7], [-1.3, -0.9, -1.0], [-0.7, 0.8, -1.2], [-0.3, -0.3, -1.1], [0.3, 0.9, 0.4], [0.2, 0.3, 0.6]], "lowdin_charge": [-0.02, -0.04, 0.03, -0.06, -0.04, 0.05, -0.01, 0.02, -0.04, -0.07, 0.07, -0.01, -0.02, 0.06, 0.03, -0.03, 0.08, 0.04, -0.03, -0.02, 0.00, -0.03, 0.00, 0.06, -0.02, 0.05, 0.08, -0.09, -0.01, 0.00, -0.05, 0.00, 0.03]}

Entry 4:
{"formula": "H22O11", "method": "ωB97M-V with the def2-TZVPD basis set", "multiplicity": 1, "lumo_ev": -0.2, "mol_weight_da": 198.165, "gap_ev": 10.43, "fmax_ev_per_a": 4.6, "e_homo_ev": -10.6, "smiles": "O.O.O.O.O.O.O.O.O.O.O", "de_lowest_kj_mol": 383.62, "symbols": ["O", "H", "H", "O", "H", "H", "O", "H", "H", "O", "H", "H", "O", "H", "H", "O", "H", "H", "O", "H", "H", "O", "H", "H", "O", "H", "H", "O", "H", "H", "O", "H", "H"], "xyz": [[-0.515, 0.059, 0.204], [-1.032, 0.812, -0.155], [-0.030, -0.471, -0.537], [1.949, 0.170, -1.878], [2.334, 1.000, -2.077], [2.006, -0.470, -2.660], [-1.731, -2.428, 0.564], [-2.336, -1.935, 0.014], [-0.799, -2.294, 0.243], [1.617, -3.398, -1.146], [1.056, -4.175, -1.098], [1.920, -3.560, -2.111], [-4.411, -0.984, -2.052], [-4.085, -1.855, -1.789], [-4.330, -1.069, -2.971], [3.412, -1.389, 0.469], [4.152, -1.169, 1.032], [2.639, -1.400, 1.143], [1.467, 0.924, 2.196], [1.547, 0.429, 1.413], [0.488, 1.271, 2.143], [-3.061, 2.422, 0.689], [-2.877, 3.280, 0.459], [-2.838, 2.415, 1.646], [-2.011, -0.656, 3.450], [-2.321, -0.538, 4.308], [-1.354, -1.363, 3.594], [-0.742, 3.714, -1.662], [0.080, 3.246, -1.931], [-1.312, 3.031, -1.559], [3.867, 2.372, 0.272], [3.029, 2.506, -0.333], [4.222, 1.505, 0.119]], "atomic_forces_ev_per_a": [[1.0, -0.8, -1.7], [0.5, -0.9, -0.1], [-1.4, 2.2, 1.6], [-1.0, -2.8, -0.9], [0.7, 0.9, -0.8], [0.2, 1.9, 1.6], [1.4, -1.0, 0.0], [0.3, 0.5, -0.2], [-1.8, 0.1, 0.4], [0.6, -0.6, -3.0], [-0.4, -0.3, 0.7], [-0.3, 0.9, 2.3], [0.2, -0.5, 1.8], [-0.2, 0.1, 0.5], [0.0, 0.3, -2.3], [-2.2, 0.0, 1.7], [0.4, 0.1, 0.2], [1.9, -0.1, -1.8], [-2.9, 2.1, 1.7], [0.0, -0.8, -1.7], [2.9, -1.3, 0.1], [-0.2, -3.1, 1.9], [0.6, 3.4, -1.1], [-0.3, -0.4, -0.8], [1.4, -0.9, -1.8], [-1.1, 0.6, 2.4], [-0.3, 0.4, -0.6], [3.8, 2.4, -0.8], [-0.7, 0.8, 0.3], [-3.2, -3.2, 0.6], [-2.5, 1.5, -1.6], [2.7, -0.8, 2.0], [-0.2, -0.8, -0.4]], "lowdin_charge": [-0.10, 0.04, 0.08, -0.06, 0.00, 0.09, -0.08, 0.01, 0.03, -0.09, 0.02, 0.09, -0.03, 0.04, 0.00, -0.09, 0.02, 0.08, -0.09, -0.06, 0.09, -0.02, -0.02, 0.07, -0.04, -0.01, 0.05, -0.01, 0.06, -0.05, -0.09, 0.09, 0.00]}

Entry 5:
{"formula": "H23O12", "method": "ωB97M-V with the def2-TZVPD basis set", "multiplicity": 1, "lumo_ev": 2.8, "mol_weight_da": 215.172, "gap_ev": 9.72, "charge": -1, "fmax_ev_per_a": 1.5, "e_homo_ev": -7.0, "de_lowest_kj_mol": 191.43, "symbols": ["O", "H", "H", "O", "H", "H", "O", "H", "O", "H", "H", "O", "H", "H", "O", "H", "H", "O", "H", "H", "O", "H", "H", "O", "H", "H", "O", "H", "H", "O", "H", "H", "O", "H", "H"], "xyz": [[1.827, 2.217, -1.764], [0.993, 2.438, -1.338], [1.745, 1.255, -1.781], [2.339, -0.414, 3.836], [2.569, -0.514, 2.905], [1.647, 0.242, 3.804], [-1.993, -1.925, -1.091], [-1.244, -1.307, -1.003], [0.183, 2.745, 1.741], [-0.758, 2.867, 1.604], [0.543, 2.567, 0.868], [-0.531, -3.503, 2.801], [-0.478, -3.148, 1.916], [0.777, 0.523, 1.188], [0.180, -0.195, -1.539], [-0.188, -0.184, -2.426], [-1.577, -2.788, -1.026], [-0.878, 1.937, -0.635], [-1.293, 1.541, 0.143], [-0.260, 1.130, -0.781], [1.713, 0.305, 1.313], [1.608, -0.592, 0.922], [1.144, -1.158, -1.143], [4.524, 1.368, -0.476], [3.931, 1.756, -1.127], [3.939, 0.968, 0.177], [-3.862, 0.724, -2.614], [-4.186, 0.697, -1.712], [-2.950, 1.030, -2.565], [-4.708, -1.205, -0.330], [-4.286, -2.059, -0.475], [-4.842, -0.949, -1.249], [1.761, -1.805, -0.588], [-0.070, -2.821, 3.292], [2.682, -1.741, -0.847]], "atomic_forces_ev_per_a": [[0.3, 0.0, 0.0], [-0.1, 0.4, -0.1], [-0.1, -0.4, -0.1], [0.4, -0.6, 0.5], [-0.2, 0.2, 0.1], [-0.2, 0.3, -0.1], [-0.2, -0.4, 0.2], [0.3, 0.3, -0.3], [0.2, 0.0, 0.8], [0.0, 0.2, -0.2], [-0.1, 0.2, -0.1], [0.0, 0.0, 0.2], [-0.1, -0.1, -0.6], [0.2, 0.9, 0.5], [0.0, 0.1, 0.3], [0.0, 0.0, 0.0], [0.1, -0.1, -0.1], [0.5, -0.9, 0.7], [-0.6, 0.5, 0.0], [-0.6, 0.1, -1.4], [-1.0, -0.9, -0.7], [1.0, -0.1, -0.4], [0.5, -0.2, 0.2], [0.3, -0.2, 0.0], [-0.3, 0.1, 0.1], [-0.2, 0.1, 0.0], [-0.3, 0.1, -0.4], [0.4, 0.2, 0.2], [0.0, -0.1, 0.3], [-0.5, -0.2, -0.3], [0.5, 0.1, 0.4], [-0.1, 0.1, 0.0], [-0.3, -0.3, 0.4], [0.2, 0.1, 0.4], [0.0, 0.2, -0.2]], "lowdin_charge": [-0.06, 0.00, 0.01, -0.08, 0.00, 0.01, -0.08, -0.01, -0.06, 0.03, 0.00, -0.05, 0.02, 0.03, -0.34, 0.01, 0.03, -0.14, 0.03, -0.01, -0.08, 0.03, -0.04, -0.07, 0.00, 0.01, -0.06, 0.01, 0.03, -0.07, 0.02, 0.01, -0.16, 0.02, 0.01]}

Entry 6:
{"formula": "H23O12", "method": "ωB97M-V with the def2-TZVPD basis set", "multiplicity": 2, "lumo_ev": [-0.5, -6.1], "mol_weight_da": 215.172, "gap_ev": [10.16, 4.48], "fmax_ev_per_a": 2.8, "e_homo_ev": [-10.6, -10.6], "de_lowest_kj_mol": 127.05, "symbols": ["O", "H", "H", "O", "H", "H", "O", "H", "O", "H", "H", "O", "H", "H", "O", "H", "H", "O", "H", "H", "O", "H", "H", "O", "H", "H", "O", "H", "H", "O", "H", "H", "O", "H", "H"], "xyz": [[2.929, -0.231, -2.636], [2.283, -0.427, -3.325], [2.741, -0.943, -1.950], [1.853, -0.196, 3.947], [1.455, -0.225, 2.950], [1.328, 0.514, 4.360], [-1.494, -0.499, 0.632], [-2.281, -0.947, 0.975], [1.014, 4.723, 0.259], [0.167, 5.140, 0.432], [1.095, 3.923, 0.793], [-0.564, -3.271, 0.538], [-0.071, -2.444, 0.368], [0.312, -0.856, 1.611], [0.176, 0.055, -1.842], [-0.175, -0.729, -2.282], [-1.915, 0.206, 0.118], [-1.316, 2.065, -0.879], [-1.035, 2.465, -1.713], [-0.730, 1.255, -1.015], [0.937, -0.122, 1.739], [1.453, -0.391, 0.697], [0.962, -0.226, -1.269], [1.068, 2.368, 2.147], [0.487, 1.692, 1.785], [1.951, 1.994, 2.164], [-3.260, 0.276, -3.473], [-2.359, 0.538, -3.284], [-3.887, 0.579, -2.818], [-3.052, -3.259, 0.223], [-2.297, -3.780, 0.583], [-2.732, -2.969, -0.638], [2.044, -1.021, -0.270], [0.106, -3.880, 0.870], [2.806, -1.379, 0.204]], "atomic_forces_ev_per_a": [[-0.2, -1.5, 0.8], [0.1, 0.2, 0.0], [0.5, 1.4, -1.3], [-1.1, 0.3, -0.8], [1.3, 0.1, 1.6], [0.4, -0.2, 0.0], [-0.9, 0.0, 0.0], [0.2, -0.5, 0.1], [0.4, 0.3, -0.4], [0.0, -0.3, 0.2], [-0.4, 0.0, 0.3], [1.6, 0.4, 0.2], [-0.6, -0.6, -0.2], [-1.0, 0.3, 0.7], [1.1, -0.4, 0.7], [0.1, 0.0, 0.3], [0.5, 0.3, -0.1], [1.1, -1.4, -0.6], [-0.4, 0.7, 0.2], [-0.8, 0.8, 0.5], [0.3, -1.7, -2.3], [1.0, -0.1, -0.2], [-1.6, 0.5, -1.6], [-0.1, 0.9, 0.1], [0.1, 0.1, -0.1], [0.0, -0.1, 0.0], [-0.2, -0.7, -0.9], [-0.2, 0.4, 0.6], [0.4, 0.3, 0.4], [-0.1, -0.5, 0.3], [-0.9, 0.9, -0.5], [0.0, -0.1, 0.1], [-1.0, 0.4, 1.9], [0.0, -0.1, -0.1], [0.3, 0.0, 0.1]], "lowdin_charge": [-0.07, 0.03, 0.02, -0.04, -0.03, 0.05, -0.05, 0.06, -0.07, 0.03, -0.02, -0.06, 0.02, 0.06, -0.07, 0.07, 0.04, -0.10, 0.04, -0.01, -0.05, 0.09, 0.03, -0.04, 0.02, 0.05, -0.05, 0.01, 0.03, -0.09, 0.02, 0.03, -0.11, 0.07, 0.08]}

Entry 7:
{"formula": "H24HeO12", "method": "ωB97M-V with the def2-TZVPD basis set", "multiplicity": 1, "lumo_ev": 0.0, "mol_weight_da": 220.183, "gap_ev": 10.17, "fmax_ev_per_a": 1.3, "e_homo_ev": -10.2, "de_lowest_kj_mol": 49.35, "symbols": ["He", "O", "H", "H", "O", "H", "H", "O", "H", "H", "O", "H", "H", "O", "H", "H", "O", "H", "H", "O", "H", "H", "O", "H", "H", "O", "H", "H", "O", "H", "H", "O", "H", "H", "O", "H", "H"], "xyz": [[0.161, 21.039, 3.827], [-0.138, 22.737, 6.482], [-0.937, 22.239, 6.654], [-0.447, 23.614, 6.252], [2.962, 21.432, 1.731], [2.347, 21.977, 2.221], [2.411, 20.790, 1.284], [1.900, 20.766, 6.145], [1.215, 21.423, 6.022], [2.710, 21.272, 6.206], [1.055, 23.920, 1.862], [0.870, 24.732, 1.390], [0.201, 23.498, 1.956], [-1.465, 22.329, 2.325], [-2.139, 21.649, 2.298], [-1.884, 23.062, 2.776], [-1.237, 21.509, -0.353], [-0.562, 20.833, -0.295], [-1.337, 21.826, 0.545], [1.714, 18.563, 4.216], [1.557, 17.806, 4.780], [1.794, 19.301, 4.821], [2.083, 24.938, 4.447], [1.827, 24.533, 3.618], [2.786, 24.379, 4.780], [-2.811, 19.697, 2.575], [-3.520, 19.288, 2.080], [-2.050, 19.140, 2.410], [-0.219, 18.338, 2.273], [-0.323, 17.387, 2.253], [0.299, 18.507, 3.060], [-0.093, 19.581, 8.207], [0.637, 19.016, 8.457], [0.272, 20.166, 7.543], [1.325, 19.740, 0.464], [2.047, 19.147, 0.255], [0.764, 19.237, 1.053]], "atomic_forces_ev_per_a": [[0.1, -0.1, 0.0], [0.1, -0.3, 0.0], [-0.3, -0.2, 0.1], [0.2, 0.3, -0.2], [0.9, 0.4, 0.6], [-0.1, 0.3, -0.1], [-0.5, -0.2, -0.2], [0.2, -0.7, -0.1], [-0.4, 0.7, -0.1], [0.3, 0.1, 0.0], [0.3, 0.2, 0.4], [0.1, 0.2, -0.2], [-0.4, -0.5, -0.1], [0.3, 0.6, 0.1], [-0.4, -0.9, 0.2], [-0.2, 0.2, 0.1], [-0.3, -0.1, -0.5], [0.4, -0.2, -0.1], [0.1, 0.3, 0.2], [-0.3, -0.5, -0.5], [0.1, -0.2, 0.2], [0.2, 0.8, 0.5], [0.0, 0.2, 0.5], [-0.2, -0.2, -0.7], [0.2, 0.0, 0.1], [-0.4, 0.5, 0.2], [-0.2, 0.0, -0.1], [0.7, -0.3, 0.0], [-0.9, -0.1, -0.7], [0.0, -0.3, -0.2], [0.8, 0.3, 0.9], [-0.5, -0.1, 0.1], [0.2, -0.1, 0.0], [0.4, 0.1, -0.1], [0.1, 0.3, -0.7], [0.2, -0.2, -0.3], [-0.5, -0.5, 0.5]], "lowdin_charge": [0.17, -0.04, 0.05, 0.05, -0.07, -0.01, -0.04, -0.06, -0.02, 0.06, -0.03, 0.06, 0.01, -0.09, 0.01, 0.06, -0.05, 0.00, -0.03, -0.05, 0.06, -0.01, -0.06, -0.02, 0.03, -0.05, 0.05, 0.00, -0.05, 0.07, 0.00, -0.05, 0.03, -0.02, -0.04, 0.07, 0.00]}